[1]
# C29H24N6OPPd

C29H24N6OPPd as an isolated structure at a distorted geometry (the ωB97M-V functional and the def2-TZVPD basis, the OMol25 dataset).

Last column: Mulliken charge in e.
Element x y z (Å)
Pd (-1.44725, 0.14803, 0.28099)  0.032
N (-0.77948, 0.50297, 2.14360)  -0.265
C (0.51558, -0.07845, 2.54123)  -0.038
C (0.72877, -0.36485, 3.88180)  -0.679
C (1.96279, -0.83994, 4.28848)  -0.683
C (2.98370, -1.01491, 3.35789)  -0.769
C (2.75197, -0.74257, 2.02165)  -0.142
C (1.50042, -0.29157, 1.58693)  -0.050
P (1.15407, -0.04134, -0.17766)  1.880
C (1.10994, -1.71443, -0.88081)  0.281
C (0.81324, -1.81530, -2.24341)  -0.191
C (0.70590, -3.05121, -2.85538)  -0.900
C (0.86100, -4.20934, -2.10247)  -0.508
C (1.14050, -4.12278, -0.74892)  -0.676
C (1.27394, -2.87948, -0.13793)  -0.680
C (2.73110, 0.63378, -0.77431)  0.302
C (3.05473, 1.92797, -0.36412)  -0.360
C (4.24191, 2.52118, -0.76276)  -0.792
C (5.10800, 1.82337, -1.59574)  -0.513
C (4.78875, 0.54290, -2.01482)  -0.723
C (3.60428, -0.05876, -1.60465)  -0.034
H (-0.75457, 1.51430, 2.26303)  0.335
H (-1.50851, 0.13518, 2.75364)  0.451
H (-0.06110, -0.20227, 4.60584)  0.441
H (2.12973, -1.06111, 5.33345)  0.415
H (3.95457, -1.37052, 3.67443)  0.446
H (3.54285, -0.88756, 1.29633)  0.534
H (0.65528, -0.91545, -2.83014)  0.412
H (0.47483, -3.11654, -3.91013)  0.421
H (0.74667, -5.17628, -2.57391)  0.412
H (1.25908, -5.02351, -0.16097)  0.435
H (1.48649, -2.83124, 0.92059)  0.395
H (2.38440, 2.47320, 0.29469)  0.379
H (4.48939, 3.51982, -0.42900)  0.424
H (6.03287, 2.28380, -1.91691)  0.388
H (5.46627, 0.00254, -2.66255)  0.436
H (3.37014, -1.06293, -1.93645)  0.338
N (-2.16013, -4.00517, 0.78096)  -0.341
C (-2.11997, -2.78567, 0.23817)  1.076
O (-1.81800, -1.80324, 1.00241)  -0.696
C (-2.40244, -2.60296, -1.13638)  0.126
C (-2.55062, -3.67598, -2.04733)  -0.219
N (-2.64491, -4.60060, -2.72730)  -0.501
C (-2.42112, -1.26333, -1.50030)  0.517
N (-2.38660, -0.09992, -1.61179)  -0.726
H (-1.90685, -4.11474, 1.74678)  0.260
H (-2.46134, -4.80179, 0.24512)  0.228
N (-1.49077, 4.17892, -0.88540)  0.017
C (-0.90283, 3.00982, -0.58598)  -0.829
N (-1.73267, 2.16368, -0.02759)  0.275
C (-2.97205, 2.80783, 0.01967)  0.277
C (-4.20938, 2.36366, 0.48209)  -0.618
C (-5.26529, 3.24272, 0.39851)  -0.758
C (-5.10337, 4.53814, -0.13376)  -0.454
C (-3.88491, 4.98273, -0.59841)  -1.102
C (-2.82834, 4.08035, -0.50870)  0.886
H (-1.04027, 4.96196, -1.32734)  0.231
H (0.13362, 2.80073, -0.80523)  0.531
H (-4.33850, 1.36221, 0.87452)  0.421
H (-6.24262, 2.93359, 0.74118)  0.416
H (-5.95931, 5.19662, -0.18352)  0.398
H (-3.76360, 5.97371, -1.01187)  0.432

## Properties
HOMO level: -0.3848 hartree
Frontier orbital gap: 6.66 eV
M: 609.9 g mol⁻¹
Max |F|: 1.1 eV Å⁻¹
ΔE to the lowest compared entry with this formula, charge and spin: 27.0 kcal/mol
Total charge: +1
Calculated total energy: -54214.6175 eV

---

[2]
# C29H24N8O4PS5Sc

C29H24N8O4PS5Sc as an isolated structure at a distorted geometry (the ωB97M-V functional and the def2-TZVPD basis, the OMol25 dataset).

Last column: Mulliken charge in e.
Element x y z (Å)
Sc (0.02854, -0.12883, 0.12534)  0.042
N (0.72565, -0.36389, 3.83103)  -0.698
N (2.01797, -0.90868, 3.67850)  -0.037
C (2.71846, -0.99140, 2.56339)  0.655
N (4.00305, -1.35562, 2.62336)  -0.342
N (2.03466, -0.75785, 1.41700)  -0.155
N (2.69395, -0.64181, 0.26691)  1.120
O (3.88788, -0.69822, 0.09150)  -0.769
O (1.89397, -0.44063, -0.70170)  -0.435
H (0.58146, 0.32296, 3.09126)  0.087
H (0.05558, -1.12969, 3.72289)  0.359
H (2.44983, -1.20621, 4.53797)  0.184
H (4.45988, -1.43583, 3.51436)  0.190
H (4.55218, -1.29658, 1.77907)  0.221
O (-0.90140, -2.76902, 3.51408)  -0.818
C (-1.07747, -2.88031, 2.32246)  0.260
N (-0.64170, -1.99812, 1.34099)  0.184
C (-0.99507, -2.49093, 0.14898)  1.010
O (-0.73426, -1.83444, -0.89365)  -0.510
C (-1.71029, -3.78473, 0.26548)  -0.126
C (-2.23413, -4.65014, -0.66826)  -0.404
C (-2.85321, -5.79944, -0.17756)  -0.553
C (-2.93028, -6.04475, 1.19240)  -0.514
C (-2.38636, -5.15581, 2.12247)  -0.300
C (-1.77775, -4.02768, 1.62569)  -0.050
H (-2.16870, -4.44804, -1.72998)  0.578
H (-3.28121, -6.51235, -0.87159)  0.418
H (-3.42404, -6.94317, 1.54084)  0.393
H (-2.44292, -5.33934, 3.18780)  0.486
S (-0.70351, -2.44090, -6.40889)  -0.378
C (-0.27682, -1.41449, -5.17593)  0.212
S (-1.44620, -0.48011, -4.30791)  -0.134
C (-0.22424, 0.14842, -3.24419)  0.285
N (0.95666, -0.28256, -3.51381)  -0.644
N (0.92864, -1.14759, -4.60526)  0.541
C (2.20843, -1.68556, -4.97134)  0.334
C (2.49546, -2.04452, -6.28023)  -0.492
C (3.75258, -2.55083, -6.58719)  -0.655
C (4.72103, -2.69568, -5.60659)  -0.430
C (4.42597, -2.31966, -4.30137)  -0.604
C (3.17723, -1.81542, -3.97835)  -0.168
S (-0.64883, 1.20944, -1.92369)  -0.156
H (1.75015, -1.93190, -7.05184)  0.300
H (3.96923, -2.83010, -7.61129)  0.360
H (5.69731, -3.09290, -5.85577)  0.378
H (5.17447, -2.41615, -3.52419)  0.366
H (2.94628, -1.50867, -2.96777)  0.521
S (-2.09804, 0.96087, 1.26421)  -0.551
P (-0.95150, 2.60601, 1.44266)  1.056
S (0.99859, 2.11824, 1.35826)  -0.583
C (-1.37588, 3.38558, 3.03040)  0.547
C (-2.46197, 4.25717, 3.10150)  -0.496
C (-2.88187, 4.74580, 4.33134)  -0.681
C (-2.22284, 4.36780, 5.49338)  -0.446
C (-1.13570, 3.50718, 5.42546)  -0.724
C (-0.71358, 3.01545, 4.19867)  -0.289
C (-1.35384, 3.88084, 0.23484)  0.369
C (-0.52910, 5.00292, 0.14760)  -0.340
C (-0.84769, 6.02473, -0.73110)  -0.722
C (-1.98600, 5.92724, -1.52537)  -0.415
C (-2.80420, 4.81151, -1.43990)  -0.825
C (-2.48886, 3.78414, -0.55767)  0.115
H (-2.97561, 4.56062, 2.19735)  0.374
H (-3.72407, 5.42491, 4.38075)  0.398
H (-2.55618, 4.74535, 6.45225)  0.374
H (-0.61516, 3.21689, 6.32973)  0.402
H (0.13926, 2.35147, 4.14877)  0.321
H (0.36477, 5.06730, 0.75707)  0.386
H (-0.20709, 6.89438, -0.80362)  0.398
H (-2.22877, 6.72227, -2.21920)  0.381
H (-3.68181, 4.73094, -2.06814)  0.424
H (-3.11098, 2.90011, -0.49466)  0.415

## Properties
HOMO level: -0.2684 hartree
Frontier orbital gap: 6.10 eV
M: 784.8 g mol⁻¹
Max |F|: 1.7 eV Å⁻¹
ΔE to the lowest compared entry with this formula, charge and spin: 13.6 kcal/mol
Calculated total energy: -134742.5379 eV

---

[3]
# C29H25Cl3N7SScSi

C29H25Cl3N7SScSi as an isolated structure (the ωB97M-V functional and the def2-TZVPD basis, the OMol25 dataset).

Last column: Mulliken charge in e.
Element x y z (Å)
Sc (-0.06078, 0.16215, 0.00363)  -1.333
N (-0.15126, 0.75557, -2.25856)  0.061
C (-1.01606, 1.92506, -2.42042)  0.960
C (-1.07734, 2.57742, -3.64810)  -0.559
C (-1.85785, 3.71771, -3.76841)  -0.742
C (-2.54986, 4.19524, -2.66804)  -0.930
C (-2.50020, 3.55152, -1.41996)  0.379
C (-3.18026, 4.02449, -0.27291)  -1.005
C (-3.06080, 3.29884, 0.91920)  -0.960
C (-2.30370, 2.16273, 0.97215)  -0.187
N (-1.62196, 1.65467, -0.11193)  0.761
C (-1.72532, 2.35553, -1.30162)  -0.301
H (-0.45323, 0.01330, -2.88202)  0.161
H (0.78658, 1.01563, -2.55309)  0.346
H (-0.50940, 2.19329, -4.48737)  0.466
H (-1.92041, 4.23358, -4.71784)  0.379
H (-3.14910, 5.09428, -2.75590)  0.396
H (-3.77091, 4.92857, -0.33025)  0.388
H (-3.56800, 3.62402, 1.81871)  0.418
H (-2.21059, 1.59286, 1.88517)  0.371
S (3.27301, -0.56792, 3.10809)  -0.429
C (2.87126, -2.17875, 2.60103)  0.724
C (3.27372, -3.40733, 3.12264)  -0.657
C (2.77478, -4.55414, 2.53911)  -0.564
C (1.88649, -4.49506, 1.45679)  -0.981
C (1.48525, -3.28135, 0.93704)  0.192
C (1.99688, -2.12109, 1.51680)  -0.844
N (1.69810, -0.82878, 1.10355)  0.855
C (2.26548, 0.07373, 1.85246)  0.536
C (2.05887, 1.51466, 1.59970)  1.126
C (2.56343, 2.45493, 2.50428)  -0.937
C (2.43748, 3.79677, 2.20330)  -0.827
C (1.79194, 4.17581, 1.02642)  -0.792
C (1.24910, 3.22288, 0.17701)  -0.146
C (1.37097, 1.84890, 0.42691)  0.213
H (3.95194, -3.46717, 3.96331)  0.418
H (3.06841, -5.51911, 2.93110)  0.401
H (1.50495, -5.41127, 1.02592)  0.452
H (0.78151, -3.21145, 0.11647)  0.406
H (3.04251, 2.15319, 3.43002)  0.380
H (2.82893, 4.54518, 2.88000)  0.394
H (1.69027, 5.22826, 0.78816)  0.423
H (0.69259, 3.56225, -0.69128)  0.366
N (-2.81118, -1.85955, 2.52813)  -0.076
C (-2.27396, -1.18773, 3.62347)  -0.841
C (-1.23401, -0.46204, 3.16071)  -0.855
N (-1.08019, -0.64505, 1.80021)  1.048
C (-2.04664, -1.53580, 1.42915)  -0.165
C (-2.08796, -2.01501, 0.12637)  -0.196
N (-1.11657, -1.65630, -0.78768)  0.973
C (-1.47732, -2.29928, -1.96276)  -0.447
C (-2.61229, -3.00822, -1.80514)  -1.170
N (-3.00076, -2.85713, -0.47523)  -0.080
H (-3.54697, -2.53757, 2.56368)  0.176
H (-2.68603, -1.28120, 4.61192)  0.433
H (-0.59613, 0.20688, 3.71582)  0.440
H (-0.88887, -2.22231, -2.86342)  0.290
H (-3.16632, -3.61423, -2.49921)  0.435
H (-3.90104, -3.10210, -0.10991)  0.202
Cl (1.60935, -4.30382, -3.32453)  -0.236
Si (2.43495, -2.45523, -3.62992)  0.717
Cl (1.22747, -1.44093, -4.95386)  -0.251
Cl (4.26022, -2.68585, -4.51536)  -0.270
C (2.57274, -1.54198, -2.05768)  -0.198
H (3.25102, -2.05678, -1.37619)  0.338
H (1.58367, -1.52335, -1.59391)  -0.366
H (2.92939, -0.52501, -2.22592)  0.323

## Properties
HOMO level (spin up / spin down): -0.1831 / -0.1691 hartree
Frontier orbital gap (spin up / spin down): 4.98 / 4.58 eV
M: 683.0 g mol⁻¹
Max |F|: 0.8 eV Å⁻¹
ΔE to the lowest compared entry with this formula, charge and spin: 3.9 kcal/mol
Calculated total energy: -117897.8195 eV

---

[4]
# C29H25N2O

A 2-piece molecular cluster, C29H25N2O overall at a distorted geometry (the ωB97M-V functional and the def2-TZVPD basis, the OMol25 dataset).

Last column: Mulliken charge in e.
Element x y z (Å)
C (-3.80074, -6.17811, 0.64488)  -0.841
O (-2.45854, -5.77293, 0.48565)  -0.415
C (-2.29751, -4.42302, 0.25504)  0.791
C (-1.03478, -3.96474, -0.17744)  -0.994
C (-0.83317, -2.65650, -0.51569)  -0.208
C (-1.89003, -1.72095, -0.45282)  0.382
C (-1.75895, -0.37505, -0.95638)  0.656
C (-2.55094, 0.76442, -0.55758)  -0.003
C (-2.26953, 1.84916, -1.41556)  0.157
C (-2.91660, 3.07107, -1.26282)  -0.454
C (-3.84769, 3.20461, -0.25546)  -0.642
C (-4.11386, 2.14935, 0.61584)  -0.959
C (-3.46899, 0.93967, 0.48711)  -0.275
C (-1.27925, 1.40741, -2.37043)  -0.033
C (-0.96798, 0.05639, -2.08592)  0.411
C (-0.10901, -0.63449, -2.95257)  -0.118
C (0.44123, 0.02796, -4.02617)  -1.055
C (0.14471, 1.36846, -4.27811)  -0.705
C (-0.72104, 2.06403, -3.46218)  -0.431
C (-3.12538, -2.16744, 0.06260)  -0.955
C (-3.32318, -3.46942, 0.40723)  -0.642
H (-3.84296, -7.26718, 0.68391)  0.255
H (-4.20978, -5.77916, 1.57305)  0.331
H (-4.39382, -5.83508, -0.20431)  0.390
H (-0.23625, -4.68221, -0.25246)  0.483
H (0.14417, -2.31634, -0.81337)  0.626
H (-2.66745, 3.88893, -1.91467)  0.482
H (-4.36310, 4.14356, -0.13193)  0.431
H (-4.81999, 2.28823, 1.41729)  0.438
H (-3.62249, 0.15638, 1.20809)  0.769
H (0.06174, -1.68660, -2.81304)  0.569
H (1.09949, -0.50106, -4.69559)  0.457
H (0.57214, 1.85930, -5.13718)  0.454
H (-0.99005, 3.08711, -3.66869)  0.475
H (-3.95581, -1.48592, 0.09416)  0.730
H (-4.27610, -3.76719, 0.80167)  0.425
C (4.38420, 3.28970, -0.21674)  -1.759
C (3.92020, 2.29094, 0.79061)  0.921
C (2.77356, 1.58177, 0.51045)  -0.986
C (2.28683, 0.62844, 1.41467)  0.313
C (2.98818, 0.40581, 2.61901)  0.572
C (4.15219, 1.12684, 2.90693)  -1.187
C (4.62403, 2.06127, 2.01073)  1.035
C (5.86947, 2.81616, 2.34118)  -1.780
N (2.28269, -0.57207, 3.28645)  -0.076
C (1.21165, -0.88719, 2.47263)  -0.471
N (1.19318, -0.19233, 1.36204)  -0.484
H (5.30530, 3.78713, 0.08459)  0.383
H (4.56379, 2.81419, -1.18145)  0.361
H (3.62762, 4.05801, -0.37846)  0.354
H (2.24422, 1.75327, -0.40679)  0.716
H (4.66859, 0.94316, 3.83047)  0.316
H (6.26821, 2.51167, 3.31052)  0.361
H (6.64801, 2.64296, 1.59768)  0.381
H (5.68297, 3.88958, 2.38559)  0.381
H (2.52072, -0.96258, 4.20218)  0.217
H (0.46590, -1.62936, 2.72151)  0.447

## Properties
HOMO level: -0.3748 hartree
Frontier orbital gap: 4.67 eV
M: 417.5 g mol⁻¹
Max |F|: 2.3 eV Å⁻¹
ΔE to the lowest compared entry with this formula, charge and spin: 0.0 kcal/mol
Total charge: +1
Calculated total energy: -35500.3863 eV